(1)
C2H10NOS | the ωB97M-V functional and the def2-TZVPD basis

Geometry as XYZ:
```
15
Properties=species:S:1:pos:R:3:nbo_charge:R:1
S 1.0933 2.3758 -1.8567 0.77
O -1.7640 -0.7737 2.2119 -0.99
N 0.0854 -1.2229 -0.0019 -0.71
C 0.1918 -0.2710 -1.0451 -0.24
C 0.7497 1.0840 -0.5943 -0.56
H -0.7444 -0.9274 0.5769 0.49
H 0.0009 1.7836 -0.1537 0.30
H 2.4050 2.6766 -1.7121 0.20
H 0.8697 -0.7244 -1.8390 0.26
H -1.6471 -0.4830 3.1498 0.52
H -0.1476 -2.2270 -0.2077 0.49
H -0.7798 -0.1000 -1.4361 0.25
H 1.4527 0.7624 0.0812 0.26
H 0.9191 -1.2039 0.6811 0.46
H -2.6846 -0.7489 2.1458 0.50
```

Results
- charge = +2
- 2S+1 = 2
- max |F| (hartree/bohr) = 0.0844
- energy relative to the best compared isomer or geometry (same formula, charge and spin) (kcal/mol) = 24.81

=====

(2)
C2H10NOSi | the ωB97M-V functional and the def2-TZVPD basis

Geometry as XYZ:
```
15
Properties=species:S:1:pos:R:3:nbo_charge:R:1
Si -1.3935 1.1563 2.1544 1.09
O -1.2774 -0.3203 1.3977 -0.70
N 0.9300 -0.2535 -0.7800 -0.84
C -1.2818 -0.8443 0.2755 0.41
C 0.7963 -0.5214 -2.2567 -0.44
H 1.4457 -0.9594 -0.1895 0.39
H -1.7261 2.0006 0.9277 -0.15
H -2.2831 0.5783 3.2344 -0.08
H 0.2031 -1.3874 -2.3866 0.20
H 1.3112 0.6979 -0.6056 0.40
H -1.6514 -0.1858 -0.5136 0.19
H 1.7265 -0.6598 -2.9620 0.23
H 0.1123 0.2793 -2.7522 0.22
H -0.8309 -1.7846 -0.0008 0.21
H 0.1499 1.5633 2.3019 -0.11
```

Results
- charge = +1
- max |F| (hartree/bohr) = 0.0666
- energy relative to the best compared isomer or geometry (same formula, charge and spin) (kcal/mol) = 73.97